P) 24
Properties=species:S:1:pos:R:3:mulliken_charge:R:1 method="wB97M-V/def2-TZVPD" homo_energy_ev=-7.2 mol_weight_g_mol=142.20 e_lumo_ev=0.77 orbital_gap_ev=7.98
H -0.38 -1.20 1.98 0.499
N -0.40 -2.19 1.70 -0.910
C -0.51 -2.39 0.44 0.239
C -0.43 -1.98 -0.95 -0.364
C -1.07 -1.02 -0.09 -0.304
C -0.59 0.38 0.24 1.404
C -1.48 1.37 -0.55 -2.051
O -0.95 0.57 1.63 -0.664
C 0.94 0.80 0.15 0.252
C 2.02 -0.29 0.14 -1.908
N 1.27 1.74 -0.94 -0.772
H 0.55 -1.82 -1.37 0.056
H -1.05 -2.56 -1.62 0.271
H -2.16 -1.06 -0.06 0.453
H -1.28 1.32 -1.62 0.348
H -2.54 1.15 -0.40 0.510
H -1.34 2.40 -0.20 0.472
H -1.92 0.54 1.70 0.405
H 1.15 1.36 1.07 0.209
H 3.00 0.16 0.38 0.512
H 2.14 -0.74 -0.85 0.414
H 1.85 -1.06 0.89 0.402
H 0.91 2.66 -0.68 0.258
H 2.28 1.86 -0.99 0.270

Q) 24
Properties=species:S:1:pos:R:3:mulliken_charge:R:1 method="wB97M-V/def2-TZVPD" homo_energy_ev=-8.7 smiles="[H]/N=C(/O)CCN1CC[C@@H]1C" mol_weight_g_mol=142.20 e_lumo_ev=0.80 orbital_gap_ev=9.50
H 2.11 -1.87 0.06 0.271
N 2.92 -1.24 0.07 -0.824
C 2.57 -0.01 0.16 0.453
O 3.58 0.85 0.03 -0.505
C 1.25 0.61 -0.21 -0.185
C 0.06 -0.34 -0.17 -0.885
N -1.16 0.37 -0.44 -0.074
C -1.70 1.28 0.58 -0.629
C -3.12 0.86 0.17 -0.567
C -2.45 -0.35 -0.52 0.113
C -2.55 -1.65 0.26 -1.415
H 4.24 0.33 -0.57 0.366
H 1.34 1.05 -1.21 0.243
H 1.10 1.45 0.48 0.263
H 0.04 -0.86 0.81 0.361
H 0.18 -1.11 -0.95 0.487
H -1.43 2.34 0.46 0.337
H -1.44 0.97 1.61 0.290
H -3.59 1.55 -0.53 0.268
H -3.82 0.62 0.98 0.275
H -2.76 -0.53 -1.57 0.311
H -2.29 -1.51 1.32 0.331
H -3.58 -2.02 0.21 0.397
H -1.89 -2.43 -0.16 0.318

R) 24
Properties=species:S:1:pos:R:3:mulliken_charge:R:1 method="wB97M-V/def2-TZVPD" homo_energy_ev=-8.6 smiles="CC(C)(N)C=O.[H]/N=C/C=C" mol_weight_g_mol=142.20 e_lumo_ev=0.25 orbital_gap_ev=8.82
C 1.05 0.56 1.93 -1.540
C 0.56 -0.54 0.99 1.565
C 1.19 -1.89 1.35 -1.721
N -0.88 -0.65 1.08 -0.714
C 1.05 -0.24 -0.44 -0.186
O 2.02 0.35 -0.81 -0.530
H 2.13 0.65 1.87 0.330
H 0.77 0.31 2.95 0.430
H 0.60 1.51 1.66 0.292
H 0.87 -2.67 0.65 0.401
H 0.85 -2.18 2.35 0.434
H 2.28 -1.83 1.35 0.362
H -1.24 -1.38 0.48 0.315
H -1.32 0.24 0.84 0.318
H 0.34 -0.81 -1.23 0.330
H -0.98 2.86 0.11 0.214
N -1.17 1.94 -0.28 -0.585
C -0.47 1.64 -1.29 -0.084
C -0.76 0.38 -2.15 -0.302
C -2.00 -0.14 -2.20 -0.719
H 0.25 2.31 -1.77 0.352
H -0.11 0.32 -3.01 0.443
H -2.71 0.01 -1.40 0.309
H -2.31 -0.74 -3.05 0.284

Going by the computed energies, the most stable comes first: Q), R), P).